Entry 1
The following is a DFT calculation (ωB97M-V/def2-TZVPD) of one molecule with the formula C15H19N3O3S2.

Values from the calculation:
* SMILES string: CCC[C@H](C)C(=O)Nc1ccc(S(=O)(=O)Nc2nccs2)cc1
* net charge: 0
* HOMO: -8.596 eV
* gap between HOMO and LUMO: 0.3241 Ha

Each line ends with the Löwdin charge.
Positions of all 42 atoms, in Å:
C: 2.95334 7.46888 0.97527  -0.11
C: 2.49079 6.56353 2.11141  -0.26
C: 1.19872 5.81431 1.79003  -0.18
C: 1.35943 4.76654 0.67714  -0.29
C: 0.61012 5.17253 -0.59746  -0.05
C: 0.82492 3.40946 1.13041  -0.42
O: 0.08762 3.25487 2.07317  0.09
N: 1.26637 2.38667 0.32741  0.13
C: 0.96243 1.03184 0.38662  -0.20
C: 0.14917 0.48368 1.38121  0.02
C: -0.11083 -0.87308 1.38335  -0.04
C: 0.43154 -1.67794 0.40002  -0.32
S: 0.06526 -3.41717 0.41248  0.64
O: 0.68266 -4.05762 -0.70691  -0.30
O: 0.24500 -3.96358 1.71970  -0.27
N: -1.62130 -3.40179 0.19737  -0.07
C: -2.18998 -3.22541 -1.02661  -0.66
N: -3.38185 -3.58614 -1.34918  0.05
C: -3.67919 -3.22646 -2.62477  -0.25
C: -2.69949 -2.57587 -3.29309  -0.39
S: -1.30120 -2.39055 -2.28416  1.06
C: 1.24143 -1.15458 -0.58954  -0.09
C: 1.50782 0.19939 -0.59564  0.00
H: 3.18851 6.89388 0.08257  0.06
H: 2.17807 8.19019 0.72588  0.07
H: 3.84642 8.01623 1.26786  0.07
H: 2.32233 7.17421 3.00064  0.11
H: 3.27848 5.84560 2.35222  0.11
H: 0.84877 5.30576 2.69072  0.11
H: 0.42923 6.53437 1.50809  0.12
H: 2.42302 4.64651 0.44354  0.14
H: -0.45616 5.24138 -0.39399  0.09
H: 0.95924 6.14338 -0.93964  0.08
H: 0.75813 4.45240 -1.40057  0.07
H: 1.88483 2.64292 -0.43048  0.14
H: -0.26804 1.12571 2.13857  0.10
H: -0.72727 -1.31928 2.14677  0.12
H: -2.15884 -3.95155 0.85025  0.13
H: -4.64883 -3.47898 -3.01232  0.10
H: -2.69995 -2.20349 -4.29624  0.05
H: 1.64613 -1.81651 -1.33794  0.11
H: 2.14016 0.61954 -1.36452  0.12

Entry 2
The following is a DFT calculation (ωB97M-V/def2-TZVPD) of one molecule with the formula C15H19N3O3S2.

Values from the calculation:
* SMILES string: CCCCc1nnc(NC(=O)CS(=O)(=O)Cc2ccccc2)s1
* net charge: 0
* HOMO: -9.235 eV
* gap between HOMO and LUMO: 0.3532 Ha

Each line ends with the Löwdin charge.
Positions of all 42 atoms, in Å:
C: 5.47274 0.51756 -0.31567  -0.11
C: 4.50117 -0.19832 -1.24687  -0.26
C: 3.08850 -0.30273 -0.67620  -0.22
C: 3.01925 -1.18462 0.57812  -0.20
C: 1.60869 -1.40661 0.95979  -0.58
N: 1.00607 -2.53550 0.93342  0.03
N: -0.27488 -2.48941 1.26230  0.01
C: -0.69084 -1.30263 1.53522  -0.63
N: -1.98395 -0.96787 1.85499  0.12
C: -3.13201 -1.41802 1.25893  -0.52
O: -4.20915 -0.99145 1.61289  0.08
C: -2.95338 -2.35197 0.11063  -0.10
S: -2.36256 -1.34544 -1.32136  0.70
O: -2.66405 -2.08884 -2.51053  -0.31
O: -0.98609 -1.00323 -1.08815  -0.32
C: -3.37166 0.19713 -1.33126  -0.14
C: -2.62603 1.27680 -0.63319  -0.28
C: -3.03391 1.75331 0.60778  -0.05
C: -2.28184 2.70726 1.27230  -0.08
C: -1.11359 3.19002 0.70804  -0.10
C: -0.70851 2.72854 -0.53355  -0.09
C: -1.46203 1.78262 -1.20378  -0.05
S: 0.56003 -0.07685 1.44283  1.11
H: 5.63738 -0.05362 0.59428  0.06
H: 5.08813 1.49840 -0.04426  0.07
H: 6.43380 0.65143 -0.80654  0.07
H: 4.87695 -1.19991 -1.46528  0.11
H: 4.44854 0.34750 -2.19131  0.11
H: 2.71637 0.69486 -0.42984  0.10
H: 2.42436 -0.72710 -1.43211  0.12
H: 3.54993 -0.70359 1.40206  0.11
H: 3.47145 -2.15746 0.38032  0.13
H: -2.11171 -0.19572 2.49914  0.15
H: -3.89686 -2.79467 -0.19182  0.12
H: -2.18293 -3.09837 0.28325  0.10
H: -3.51993 0.39871 -2.38974  0.11
H: -4.31781 -0.04804 -0.85725  0.11
H: -3.94232 1.37506 1.05399  0.11
H: -2.60939 3.07205 2.23488  0.11
H: -0.52259 3.92558 1.23268  0.10
H: 0.19849 3.10643 -0.98083  0.11
H: -1.14386 1.41869 -2.16829  0.12

Which of them is least stable? Easy: entry 2.